217
Properties=species:S:1:pos:R:3:mulliken_charge:R:1 method="wB97M-V/def2-TZVPD" lumo_energy_ev=0.085
Ba 0.71482 -3.22608 -0.04771 1.050
As -0.93339 1.98946 -0.86119 1.962
F -1.93638 2.20535 0.61501 -0.414
F -0.54106 0.39872 -0.40443 -0.319
F 0.42806 2.57027 0.10420 -0.579
F -1.38480 3.66444 -1.38280 -0.431
F 0.17136 1.85646 -2.19029 -0.596
F -2.30488 1.32770 -1.74285 0.046
O 2.21939 -4.69943 0.85108 1.141
N 5.30691 5.87732 -2.90980 -0.514
N 2.05986 -0.80168 0.61575 1.259
N 0.59287 3.74255 3.19563 -0.673
N -5.19751 1.70469 1.70800 -0.368
N 0.05025 -3.00038 2.82174 0.204
N 7.69464 -2.55111 -0.56654 -0.521
N 5.15659 4.06466 2.07817 -0.545
N -9.12318 -0.36315 3.93135 -0.487
N -0.02110 8.78741 -4.59781 -0.527
N 0.12899 -4.75207 -2.47696 -0.490
N -1.38439 -5.58307 0.48930 -0.406
N -2.66128 -1.27718 2.11175 -0.004
N -1.98046 -2.14164 -1.26669 0.092
N 1.37062 -1.58114 -2.34535 0.304
N -2.86635 1.97348 -6.29850 -0.682
N 3.33340 -5.40221 1.10185 -0.070
C 3.10454 -6.87940 0.97275 1.356
C 4.98292 -0.70052 -1.82910 2.133
C -6.77169 -1.03341 3.05552 0.426
C -8.10831 -0.65232 3.48888 0.039
C 3.22789 1.36591 1.40856 1.058
C -3.48801 3.55176 -4.28862 0.536
C -5.18010 2.90570 -0.61725 0.836
C 4.50447 -4.39693 -0.93149 -0.979
C 4.53785 -4.81241 0.55015 0.948
C -2.93714 -1.53804 -0.95051 -1.045
C -5.80188 5.24979 0.28222 -1.682
C 2.57123 0.16883 0.95738 -1.233
C 3.03180 -2.38228 5.05557 -0.479
C -1.14655 -6.14240 -4.21886 -0.518
C -2.68250 -6.11528 -4.13648 -0.586
C -1.54922 -1.26700 -4.65230 -1.931
C 4.90283 0.56907 3.12276 -1.082
C 3.16862 6.02258 -0.25809 -0.582
C -1.78908 8.37354 -1.63570 -0.749
C 3.45142 4.85193 -4.40519 -0.759
C 0.97994 -3.47667 3.30316 -0.250
C -3.27547 -4.73727 -3.99557 -0.753
C -3.17010 2.69426 -5.42941 -0.123
C 2.18551 -7.29739 2.09083 -1.842
C -3.23868 -4.89116 2.19776 -0.393
C -0.97837 -0.05646 5.52514 -1.467
C -2.72122 5.08505 2.78736 -0.830
C -3.27364 3.71298 3.22979 -0.385
C -2.49123 4.72085 -4.09054 0.012
C -5.21863 -0.67778 -1.70492 -1.041
C -2.13897 -5.30672 1.28207 0.215
C -4.14223 -0.85003 -0.54682 1.813
C 4.51887 5.26191 -0.16396 0.324
C 2.38597 -7.31934 -0.37009 -1.385
C 6.40747 -0.36597 -1.26812 -0.308
C -0.67849 0.10196 2.99479 3.239
C -5.21540 2.20996 0.67471 -0.198
C 2.69406 3.75138 -3.62641 0.977
C -1.09221 4.34500 -4.48645 -1.208
C -5.67607 -0.28306 5.28645 -1.618
C -1.40002 5.01490 1.96678 1.499
C 3.58852 2.56967 -3.28897 -0.600
C 2.03553 -4.33160 3.87871 1.558
C 2.01473 5.12972 0.01345 0.294
C 4.46208 -7.64019 1.14124 -1.610
C 2.58388 -3.81007 5.19195 -0.861
C -0.28089 8.25036 -3.59165 -0.179
C -5.70647 -1.25653 4.11650 0.695
C 4.77626 -3.49365 1.30217 -1.541
C 0.73506 -0.26712 -4.53387 -0.804
C -4.73548 4.41213 -0.40980 1.140
C -0.82156 0.04451 -4.55049 0.823
C -4.75801 -0.09764 -3.01065 -0.042
C -0.42776 -5.33997 -3.27329 0.044
C -1.19827 0.80314 4.31696 0.165
C -2.71414 -4.23538 3.48537 1.587
C 3.61927 1.33584 2.90536 -0.290
C 7.19687 -1.55974 -0.89023 0.169
C 4.52883 5.38864 -3.62028 0.317
C -0.61925 7.74492 -2.31062 1.278
C -1.95445 7.87624 -0.18741 -0.777
C 5.78336 -5.67483 0.75800 -1.664
C 5.07165 -1.52121 -3.15971 -1.149
C -0.28041 4.32199 2.70010 -0.182
C 1.15326 -0.96867 -3.29181 -0.454
C -1.72525 -0.70916 2.42916 -0.590
C -1.99081 -5.25278 4.41178 -1.534
C 5.56914 -7.06265 0.24852 -0.448
C 4.81772 4.59349 1.11724 -0.032
H -3.52834 -3.88390 4.11424 0.109
H 1.07090 5.66216 0.05608 -0.341
H 2.88720 -6.78006 -1.19552 0.269
H 1.82018 -3.87973 6.00314 0.342
H 1.35576 0.64524 -4.56090 -0.045
H -1.60456 -0.92609 5.50982 0.267
H -3.25201 2.86430 -3.44367 -0.541
H -4.76363 -0.38329 5.83051 0.463
H -4.34243 3.81976 3.58986 0.395
H -1.27611 0.46089 6.46650 0.461
H 3.57422 -2.07832 5.94992 0.517
H -1.06789 4.09568 -5.52891 0.635
H -2.69981 5.79560 3.60769 0.619
H 5.88138 -1.07884 -3.74045 0.449
H -3.48971 5.50585 2.06166 -0.031
H 2.59012 -8.37243 -0.53778 0.396
H 4.61158 -3.70229 2.32624 0.966
H 0.20072 -0.53819 3.26198 -0.779
H 1.80897 4.34525 -0.70929 -0.219
H -0.38184 5.11952 -4.26559 0.442
H -1.04968 0.68485 -5.36192 0.408
H 4.17222 -1.42955 -3.75821 0.237
H -2.81654 8.37793 0.25099 0.424
H 2.21057 4.64998 0.95535 0.081
H 5.24814 -7.14884 -0.81257 0.311
H 4.07593 1.48759 0.77092 0.311
H -0.98875 5.98188 1.72825 0.473
H 4.26361 -8.69720 0.94445 0.457
H -6.45831 -0.29533 2.34384 -0.484
H 2.14325 -8.41294 2.12652 0.517
H 2.27869 4.17315 -2.71310 -0.623
H 6.26613 0.18870 -0.32857 0.040
H 5.77594 -3.03848 1.12460 0.201
H -2.60094 -1.14275 -4.72971 0.436
H 6.00818 -5.68139 1.82396 0.474
H 5.34432 5.93547 -0.33750 0.577
H -1.12204 8.05685 0.49128 0.397
H -0.75178 -7.15451 -4.08262 0.322
H 0.94694 -0.85282 -5.41807 0.786
H -1.23245 -1.77222 -5.51547 0.684
H 1.84835 3.38659 -4.20685 0.136
H 0.28483 7.80756 -1.65693 0.134
H 4.37415 0.21199 -1.94913 -0.856
H 4.85480 -0.41003 2.63378 -0.047
H -5.47073 -1.70576 -1.98158 0.539
H -4.36955 -4.78593 -4.18716 0.421
H -4.51703 4.84214 -1.35970 0.202
H 2.86861 5.72537 -4.80051 0.355
H 3.54623 -3.91604 -1.18050 0.260
H -2.53011 4.98906 -3.04247 -0.436
H 6.62862 -5.14274 0.31756 0.367
H -2.17557 -3.33631 3.24003 -1.118
H 2.59353 2.24963 1.15906 -1.384
H 3.14971 6.88485 0.40607 0.497
H -0.59781 1.71301 4.47752 0.260
H 4.12324 2.71652 -2.32140 0.217
H -3.24892 3.00955 2.40273 -0.457
H -4.23067 0.86083 -2.94997 -0.265
H 4.07646 -2.67344 0.93465 -0.344
H -4.68777 -1.21018 3.67668 -0.524
H -6.86670 -1.89571 2.40581 0.387
H 3.69427 -2.20838 4.20005 -0.008
H -3.81575 0.15139 -0.17442 -1.371
H -2.28200 1.08689 4.19906 -0.114
H -1.34688 -4.72543 5.08556 0.445
H 6.95616 0.26723 -1.96453 0.529
H 2.58400 -7.05101 3.07745 0.290
H -2.72632 -5.89931 4.93160 0.376
H 4.53894 4.51167 -0.93537 -0.529
H 2.90040 1.77994 -3.02660 -0.203
H 5.22968 -2.62800 -3.04451 0.129
H -5.56778 0.77028 4.96395 0.245
H -0.80483 6.68822 -2.45817 -0.643
H 5.36932 -3.75311 -1.09331 -0.085
H -1.79114 9.44763 -1.57079 0.427
H -6.14574 2.83523 -1.09442 0.797
H -2.83887 5.54586 -4.72936 0.614
H 3.16569 6.44591 -1.26785 0.291
H -1.29955 -5.92139 3.87962 0.242
H -5.77940 -2.24865 4.50431 0.350
H -3.87351 -4.26021 1.60361 0.133
H -6.05640 4.82740 1.27829 0.325
H 6.46588 -7.65454 0.39649 0.462
H 5.76780 1.09635 2.69875 0.351
H -4.46781 -1.40252 0.30395 0.557
H -6.47453 -0.31049 5.96860 0.473
H 1.18353 -6.88226 1.96694 0.130
H -3.80676 4.40915 0.14055 -0.785
H 3.42805 -4.45796 5.46783 0.384
H 5.08782 0.36157 4.21488 0.398
H -5.61930 0.05272 -3.66920 0.546
H -3.90041 -5.74426 2.36433 0.464
H -3.07537 -4.41420 -2.96439 0.105
H 2.79161 -4.32230 3.08333 -1.344
H -0.88985 -5.83643 -5.18399 0.354
H 3.88009 4.32074 -5.25049 0.406
H -6.77606 5.29739 -0.23154 0.422
H 2.81166 0.90138 3.48522 0.188
H -2.92546 -3.99986 -4.72443 0.195
H -1.12614 0.51842 -3.59807 -0.503
H 1.33635 -7.10409 -0.35579 0.216
H 4.70723 -7.48991 2.15949 0.469
H 4.44432 -1.36641 -1.09333 -0.646
H -2.66659 3.27794 4.01291 0.396
H 4.65073 -5.24381 -1.58133 0.323
H 3.78909 2.34867 3.28595 0.520
H 0.08733 -0.30254 5.61815 0.188
H -0.37621 0.88932 2.27783 -1.473
H -2.29853 6.82491 -0.16146 -0.078
H -3.09478 -6.73307 -3.33589 0.302
H 1.61802 -5.33767 3.93536 0.313
H -4.43394 2.34121 -1.20596 -1.082
H 4.27136 2.23138 -4.06958 0.342
H -2.73137 8.18316 -2.16999 0.333
H -6.02879 -0.13251 -1.25111 0.422
H -3.06805 -6.49699 -5.09738 0.307
H -0.77345 3.49464 -3.89808 -0.032
H -3.99844 -0.70866 -3.51539 -0.345
H -5.38433 6.28175 0.34005 0.367
H -4.54299 3.85816 -4.33754 0.618
H 2.16620 -1.70035 4.98483 -0.138
H -1.62783 4.42026 1.04990 -0.958
H -1.37878 -1.86119 -3.79760 0.117